(1)
Molecular formula: C28H36Cl2IrN2O2S
Method: DFT, ωB97M-V/def2-TZVPD

The charge is +2. Its relative energy (zero: lowest compared OMol25 entry of this formula, charge and spin) is 24.66 kJ/mol. As for the LUMO energy (alpha / beta): -6.2051 / -8.4844 eV. Its HOMO-LUMO gap (alpha / beta) is 0.22831 / 0.22937 Eh. As for the spin multiplicity: 6.

Geometry as XYZ:
```
72
Properties=species:S:1:pos:R:3:forces:R:3:mulliken_charge:R:1
Ir -0.8659 -0.1184 -0.2147 -0.28 0.32 -0.35 2.753
C 0.5702 -0.1519 1.7560 0.21 0.14 0.30 -0.521
C 1.6665 -0.4292 0.8988 -0.10 -0.12 -0.12 0.166
C 1.6657 0.6502 -0.1213 0.20 0.06 -0.01 0.206
C 0.6346 1.5446 0.2376 0.34 0.21 0.40 -0.440
C 0.0135 1.1251 1.4734 -0.21 -0.46 -0.43 -1.017
C -0.9429 1.9076 2.3347 0.06 0.11 0.08 2.023
C -1.7816 0.9730 3.2066 0.01 0.01 0.01 -1.735
C -0.0796 2.8174 3.2293 -0.04 -0.01 -0.05 -1.743
C -1.8685 2.7662 1.4705 -0.04 -0.06 0.05 -1.513
C 2.5309 0.9248 -1.3452 0.15 -0.10 0.05 1.943
C 2.3532 -0.1313 -2.4502 -0.05 0.18 0.04 -1.345
C 4.0059 1.0433 -0.9169 -0.02 -0.15 0.00 -1.711
C 2.1418 2.2654 -1.9785 0.07 0.10 0.07 -2.071
C 2.6063 -1.5754 1.2609 -0.02 0.19 0.16 1.828
C 3.3092 -2.3118 0.1254 0.02 0.13 -0.19 -1.674
C 1.8480 -2.6307 2.0808 -0.02 -0.06 0.06 -1.797
C 3.6757 -0.9480 2.1877 -0.02 -0.03 0.01 -1.608
H 0.2825 -0.7469 2.6089 0.06 0.06 -0.07 0.344
H 0.4394 2.4827 -0.2510 -0.05 -0.04 0.03 0.726
H -1.1637 0.4050 3.9040 -0.03 0.00 -0.03 0.386
H -2.3628 0.2762 2.5960 -0.01 -0.03 0.02 0.300
H -2.4810 1.5627 3.7991 -0.01 -0.01 0.01 0.451
H 0.5906 2.2298 3.8581 0.00 0.01 0.00 0.364
H -0.7272 3.4069 3.8791 0.01 0.01 0.01 0.486
H 0.5198 3.5048 2.6296 0.01 -0.01 0.02 0.325
H -2.4727 2.1429 0.8020 0.00 0.04 0.02 0.236
H -1.3073 3.4760 0.8624 0.01 -0.01 0.01 0.233
H -2.5484 3.3298 2.1100 0.01 0.00 0.01 0.553
H 2.6472 -1.1238 -2.1517 0.10 -0.31 0.18 0.135
H 2.9594 0.1512 -3.3124 0.02 0.00 0.02 0.568
H 1.3110 -0.1670 -2.7712 0.01 -0.01 -0.01 0.105
H 4.3990 0.1172 -0.4938 -0.06 0.24 -0.07 0.192
H 4.1314 1.8411 -0.1826 0.01 -0.02 0.01 0.360
H 4.6112 1.2917 -1.7889 0.02 0.00 -0.01 0.506
H 1.1116 2.2563 -2.3396 -0.05 0.00 -0.01 0.274
H 2.7907 2.4504 -2.8334 0.00 0.00 -0.02 0.516
H 2.2702 3.0983 -1.2840 -0.01 0.00 -0.03 0.344
H 2.5947 -2.7620 -0.5622 -0.02 -0.01 -0.08 0.117
H 3.9106 -3.1128 0.5560 -0.01 0.01 0.00 0.580
H 3.9897 -1.6721 -0.4325 -0.10 -0.12 -0.05 0.269
H 0.9733 -3.0066 1.5443 0.01 0.00 0.01 0.227
H 1.5282 -2.2570 3.0535 0.01 -0.03 -0.03 0.422
H 2.5124 -3.4727 2.2712 0.00 -0.01 0.00 0.472
H 4.2777 -0.2038 1.6694 0.01 0.01 0.00 0.301
H 4.3401 -1.7358 2.5470 0.00 0.01 -0.01 0.479
H 3.2113 -0.4739 3.0537 0.01 0.00 0.00 0.342
Cl -3.9743 -7.0263 -0.3300 -0.01 -0.10 -0.02 -0.099
C -3.5709 -5.4024 -0.1221 0.15 0.18 -0.02 0.258
C -4.4594 -4.5352 0.5197 -0.02 -0.10 -0.02 -0.571
C -4.1220 -3.2190 0.6813 0.14 0.12 -0.03 0.223
Cl -5.1734 -2.1399 1.4512 -0.02 0.02 0.02 -0.106
C -2.8422 -2.6812 0.2000 -0.09 -0.24 -0.08 0.317
O -2.5952 -1.4755 0.3614 -0.10 -0.07 0.26 -0.856
C -1.9478 -3.6290 -0.4541 0.12 0.34 0.05 0.794
C -0.6104 -3.2720 -0.9479 -0.05 -0.22 0.10 -0.230
O -0.0530 -2.1889 -0.8976 -0.09 0.10 0.02 -0.775
C -2.3193 -4.9337 -0.5992 -0.13 -0.26 0.02 -0.976
H -5.4068 -4.9063 0.8866 0.00 0.01 -0.01 0.489
H -0.0530 -4.1135 -1.3875 -0.03 0.02 -0.02 0.338
H -1.6505 -5.6406 -1.0772 -0.03 0.00 0.00 0.517
S -1.5289 0.1822 -2.4777 0.14 -0.49 -0.13 -0.778
C -1.8866 1.8368 -2.6999 -0.10 0.13 -0.13 0.280
N -2.3872 2.1936 -3.9178 0.06 -0.10 0.19 0.020
C -2.7264 3.4608 -4.2085 -0.03 0.11 -0.05 -0.151
C -2.5466 4.4220 -3.2588 0.02 0.20 0.11 -0.952
C -2.0060 4.0119 -2.0351 -0.09 -0.01 -0.16 0.214
N -1.6883 2.7560 -1.7656 -0.03 0.07 -0.05 0.095
H -2.5085 1.4636 -4.6113 -0.01 0.00 0.02 0.270
H -3.1295 3.6515 -5.1930 0.01 -0.03 -0.02 0.440
H -2.8080 5.4503 -3.4544 0.01 0.01 0.02 0.427
H -1.8279 4.7256 -1.2386 -0.02 0.05 -0.03 0.455
```
Positions in Å, forces in eV/Å.

***

(2)
Molecular formula: C28H36Cl6F7NO23
Method: DFT, ωB97M-V/def2-TZVPD

The charge is +1. As for the LUMO energy (alpha / beta): -3.2379 / -10.4163 eV. Its HOMO-LUMO gap (alpha / beta) is 0.33711 / 0.07331 Eh. As for the spin multiplicity: 2.

Geometry as XYZ:
```
101
Properties=species:S:1:pos:R:3:forces:R:3:mulliken_charge:R:1
C -3.4956 28.2692 -8.9942 -0.22 0.52 -0.90 -0.789
N -4.5570 29.2677 -9.3267 -0.59 -0.26 -2.73 0.741
O -5.0977 29.7958 -8.4023 -0.52 0.76 0.53 -0.528
O -4.8900 29.4449 -10.5369 0.98 -0.47 2.56 -0.380
H -3.2383 28.4972 -7.9598 0.15 -0.54 -0.27 0.318
H -2.7092 28.3963 -9.7381 0.17 0.06 0.28 0.255
H -3.9601 27.3075 -9.2118 0.10 -0.07 0.51 0.303
C -11.8174 36.9696 -8.4127 1.27 -0.85 1.07 -0.525
C -11.8902 36.0386 -9.5985 -0.55 -0.81 1.78 0.354
O -10.6604 35.3747 -9.6172 2.81 0.30 0.34 -0.053
C -9.7026 36.0880 -8.8372 2.13 -1.43 3.11 0.453
O -8.5214 35.7636 -8.4512 -5.58 1.05 -3.22 -0.492
O -10.3711 37.0779 -8.2412 0.38 0.59 -0.25 -0.351
F -12.0704 36.7587 -10.6773 -0.12 0.93 -2.38 -0.313
H -12.1444 36.4504 -7.5118 -0.30 0.16 0.01 0.290
H -12.2702 37.9590 -8.4767 0.16 -0.25 -0.40 0.298
H -12.6294 35.2405 -9.5295 -0.22 0.20 -0.11 0.348
C -3.5860 29.9029 -14.0837 1.33 -0.27 0.98 0.263
C -2.2488 30.3330 -14.6594 -0.32 -1.55 1.07 0.138
O -1.3059 29.8938 -13.6541 -0.67 0.07 -0.27 -0.305
C -1.8792 28.8715 -12.9648 1.51 -2.71 1.83 0.587
O -1.2913 28.0782 -12.2184 -1.77 2.96 -2.18 -0.589
O -3.1905 28.7491 -13.2678 -0.54 0.69 -0.71 -0.321
F -2.3045 31.6677 -14.7092 0.83 0.90 -0.67 -0.174
H -4.3897 29.7356 -14.8007 0.38 -0.56 0.27 -0.015
H -3.8189 30.7351 -13.4194 -0.55 -0.23 0.14 -0.052
H -1.9533 29.8233 -15.5764 0.08 0.70 -0.37 0.277
C -4.2775 38.1423 -10.3491 -0.55 0.40 -0.51 0.176
C -3.6002 38.9458 -9.2575 -0.01 -0.16 1.10 0.467
O -2.8533 39.9968 -9.9024 -1.39 -1.73 0.99 -0.315
C -2.9826 39.7844 -11.2296 0.23 1.89 -2.12 0.577
O -2.7049 40.6480 -12.0446 -0.52 -2.81 1.60 -0.524
O -3.5284 38.5370 -11.4491 1.30 1.59 -2.12 -0.312
F -2.7694 38.0682 -8.6191 0.97 -0.02 0.25 -0.283
H -5.3117 38.4094 -10.5667 -0.21 0.17 0.49 0.178
H -4.2205 37.0543 -10.3183 0.20 0.13 0.72 -0.239
H -4.2258 39.3356 -8.4545 -0.07 0.44 -0.39 0.286
C -2.6653 33.9954 -10.1079 1.73 -1.20 -0.14 0.161
C -1.7302 32.8150 -10.5930 -0.51 3.04 1.37 0.202
O -1.0353 33.5237 -11.6421 1.35 -2.93 0.96 -0.341
C -1.7972 34.4198 -12.1922 -0.09 3.69 -1.85 0.607
O -1.5066 35.0912 -13.1842 -1.37 -2.25 2.58 -0.616
O -2.8758 34.6398 -11.3738 -0.87 0.55 0.13 -0.201
F -2.4367 31.8187 -11.0922 -0.70 -1.31 -0.92 -0.193
H -2.0974 34.5869 -9.3898 0.57 0.63 -0.54 0.405
H -3.5063 33.7686 -9.4527 -0.73 -0.46 -1.22 -0.433
H -1.0785 32.4386 -9.8046 0.45 0.16 -0.50 0.375
C -10.1451 33.7453 -13.3608 3.61 0.63 1.70 0.167
C -11.1752 34.7137 -13.0796 1.04 2.33 0.73 0.569
O -12.1711 34.0097 -12.4967 -0.61 -0.47 0.69 -0.291
C -11.8777 32.6772 -12.6388 -2.76 -0.87 0.47 0.484
O -12.6322 31.8470 -12.2270 1.34 0.30 -0.49 -0.514
O -10.7505 32.5518 -13.3292 -1.52 -3.85 -0.99 -0.268
F -11.5504 35.2858 -14.2109 -1.37 1.22 -1.85 -0.376
H -9.5961 33.7168 -12.4196 1.20 0.49 -0.10 -0.341
H -9.4700 33.9342 -14.1954 -0.44 -0.15 -0.08 0.321
H -10.7706 35.4721 -12.4093 -0.49 0.35 0.01 0.201
C -6.4854 28.9444 -13.1375 0.42 1.40 -0.01 0.940
C -7.5541 29.4272 -12.2015 1.86 -0.30 2.85 0.698
O -8.4495 28.3724 -12.1889 -2.95 3.65 4.04 -0.389
C -8.2004 27.4531 -13.0016 -0.89 -5.00 -2.71 0.519
O -8.8602 26.4193 -13.1236 2.26 2.83 -0.12 -0.611
O -7.0990 27.8382 -13.6639 0.80 -2.73 -2.93 -0.441
F -8.0873 30.6077 -12.5197 -0.95 0.85 -1.31 -0.076
H -5.4896 28.7166 -12.7572 -0.41 -0.26 0.71 -0.068
H -6.3004 29.7512 -13.8468 -0.41 -0.14 -0.58 -0.450
H -7.2117 29.5696 -11.1765 0.12 -0.21 0.04 0.038
C -6.5956 32.7390 -10.1629 0.59 1.17 0.51 1.044
C -7.0405 34.0878 -10.7925 -0.75 -2.31 3.38 1.177
O -6.7886 33.8798 -12.1059 0.75 0.52 -3.32 -0.262
C -5.8291 32.9156 -12.3062 -1.46 -3.31 -1.27 0.221
O -5.4254 32.4170 -13.4165 -1.18 3.06 3.66 -0.179
O -5.7167 32.2587 -11.1502 1.93 -0.57 -1.74 0.061
F -6.3737 35.1555 -10.3362 0.93 0.67 0.04 -0.170
H -7.4036 32.0265 -9.9965 -0.04 0.19 -0.33 -0.889
H -6.0400 32.8689 -9.2342 -0.08 0.09 -0.09 -0.454
H -8.0534 34.1609 -10.3964 -0.58 0.73 -1.36 -0.459
Cl -5.5014 37.1899 -4.8880 -0.43 -0.22 -0.34 -0.201
C -4.9429 35.5406 -5.3192 1.13 0.31 0.75 -0.439
C -5.0419 35.2619 -6.7666 -1.22 0.93 -1.38 0.060
Cl -4.7030 33.5073 -7.1402 -0.03 1.10 0.26 -0.158
H -5.4786 34.7878 -4.7409 0.30 0.27 0.23 0.370
H -3.8771 35.6611 -5.1251 -0.12 -0.85 0.71 0.288
H -4.4392 35.9782 -7.3249 0.79 -0.65 -0.12 0.073
H -6.0268 35.5622 -7.1243 -0.41 -0.86 -0.05 0.105
Cl -11.4992 29.2253 -6.7804 0.04 -1.00 0.42 -0.195
C -11.2972 30.0979 -8.2617 1.31 2.25 -0.38 -0.452
C -9.9368 29.9212 -9.0695 -1.91 -1.83 0.28 -0.601
Cl -9.8324 31.2872 -10.1325 0.23 1.21 -0.61 -0.033
H -11.2906 31.1395 -7.9403 0.44 0.15 0.18 0.187
H -12.2150 30.1604 -8.8463 0.29 -1.13 -0.52 0.388
H -10.0166 29.0688 -9.7441 -0.14 -0.14 0.11 0.302
H -8.9994 29.7534 -8.5391 -0.40 0.51 0.60 0.457
Cl -5.8662 30.8160 -16.7039 0.39 -0.20 -0.22 0.031
C -6.2933 32.4283 -17.2699 -0.02 -0.93 -0.67 -0.532
C -5.4178 33.4956 -16.6172 0.03 0.30 -0.62 0.310
Cl -3.7034 33.2896 -17.0543 -1.30 0.09 0.72 0.220
H -7.3712 32.4154 -17.1084 0.15 1.10 0.39 0.366
H -6.1170 32.4796 -18.3444 -0.01 -0.19 -0.07 0.409
H -5.5583 33.3504 -15.5461 0.55 -0.26 1.15 -0.295
H -5.7195 34.5277 -16.7955 0.23 0.04 -0.27 0.423
```
Positions in Å, forces in eV/Å.

***

(3)
Molecular formula: C28H36F5N3O17P
Method: DFT, ωB97M-V/def2-TZVPD

The charge is +1. As for the LUMO energy: -2.4861 eV. Its HOMO-LUMO gap is 0.30623 Eh. As for the spin multiplicity: 1.

Geometry as XYZ:
```
90
Properties=species:S:1:pos:R:3:forces:R:3:mulliken_charge:R:1
N 3.5753 3.4975 -0.9734 -0.31 -1.85 -1.11 -0.666
P 4.3361 1.9148 -0.8345 1.96 0.28 1.88 0.077
O 4.7539 1.3637 -2.3863 -1.55 0.09 0.55 -0.510
C 2.9833 0.7953 -0.1332 -0.77 -1.07 -2.13 0.391
C 3.1202 -0.7849 -0.3323 -0.81 0.69 -0.62 -0.960
C 2.5230 -0.9976 -1.7926 1.04 -1.30 0.97 -0.435
N 1.4531 0.0550 -2.0506 1.16 -0.52 0.94 0.675
C 1.4300 0.5793 -3.4468 -0.20 0.72 -1.05 -0.760
C 0.5218 1.8476 -3.6492 -0.02 -0.60 0.74 -0.514
C -1.0011 1.5779 -3.3237 0.69 0.66 -0.55 0.284
O -1.8283 1.8093 -4.1700 0.21 -0.78 0.88 -0.524
N -1.2568 1.1067 -1.9618 -0.87 1.48 -1.05 0.465
C -2.6790 1.0351 -1.6121 -2.84 -1.59 0.72 0.107
C -3.2787 -0.3171 -1.5022 -0.21 1.32 0.18 -0.429
C -4.6582 -0.5582 -1.1279 1.15 2.32 -0.11 -0.806
C -5.4989 0.6016 -0.8358 2.13 -0.03 -0.71 -0.316
C -4.9061 1.9266 -0.9565 0.28 -0.76 0.11 -0.814
C -3.5240 2.1808 -1.3285 -0.20 -2.33 0.04 -0.234
C 1.6063 0.9916 -0.8925 -1.31 0.15 3.71 -1.806
H 2.9067 3.5060 -1.7574 0.11 0.34 0.45 0.334
H 3.0541 3.6562 -0.0985 0.25 0.03 -0.42 0.357
H 5.1785 0.4996 -2.2257 0.11 0.62 -0.15 0.354
H 2.9922 1.0102 0.9635 -0.52 0.15 -0.93 0.461
H 4.1437 -1.2085 -0.1929 -0.70 0.45 -0.43 0.400
H 2.4464 -1.3587 0.3542 0.65 0.88 -0.18 0.301
H 1.9445 -1.9558 -1.7633 1.07 0.54 -0.70 0.312
H 3.3703 -0.9380 -2.5158 -1.23 -0.14 0.11 0.307
H 0.6075 -0.4768 -1.8115 -0.21 0.83 -0.81 0.520
H 2.4787 0.8611 -3.7422 -0.94 -0.49 0.43 0.404
H 1.0421 -0.2482 -4.1017 0.57 0.69 0.64 0.530
H 0.6625 2.1769 -4.7130 -0.48 -0.31 1.06 0.425
H 0.8697 2.6745 -2.9790 -0.19 -0.59 -0.61 0.151
H -0.8476 1.8316 -1.3598 0.20 -0.53 -0.03 0.069
H -2.6231 -1.2031 -1.6944 -0.60 0.97 0.12 0.301
H -4.9904 -1.6130 -1.0439 0.02 0.99 0.00 0.562
H -6.5594 0.4561 -0.5297 1.02 0.26 -0.28 0.435
H -5.5516 2.8044 -0.7126 0.65 -0.85 -0.30 0.337
H -3.0960 3.2038 -1.3830 -0.55 -0.76 0.02 0.470
H 0.8939 0.5372 -0.1441 0.49 0.59 -0.79 0.355
H 1.1895 2.0231 -0.9653 0.90 -0.84 -0.65 0.532
C 5.4318 -2.0959 4.1738 0.30 -0.83 0.45 -0.521
C 5.5704 -0.6093 4.1615 0.75 0.41 -0.25 0.760
O 4.5918 -0.2018 3.2169 -0.57 -0.46 0.25 -0.321
C 3.6157 -1.1513 3.2726 -0.37 -0.26 -0.02 0.621
O 2.5196 -1.0102 2.8204 0.21 0.05 -0.09 -0.507
O 4.0387 -2.2710 3.9097 -0.19 0.70 -0.37 -0.339
F 6.7920 -0.2379 3.7080 -0.02 0.14 -0.01 -0.319
H 6.0137 -2.5803 3.3860 0.02 0.24 -0.06 0.306
H 5.7089 -2.5306 5.1320 -0.29 0.03 0.00 0.295
H 5.3727 -0.1341 5.1186 0.09 0.03 -0.15 -0.009
C -3.5632 -0.8463 -5.7557 -0.39 1.00 -0.21 -0.280
C -2.3350 -1.6752 -5.5624 -0.10 -0.28 0.07 0.424
O -2.7661 -2.9702 -5.9259 0.14 0.50 -0.21 -0.323
C -3.7596 -2.7863 -6.8511 -0.65 -0.52 -0.66 0.546
O -4.1692 -3.6352 -7.5680 0.12 0.18 0.30 -0.476
O -4.2085 -1.5016 -6.8443 0.43 -0.40 0.21 -0.336
F -1.9589 -1.6699 -4.2625 0.41 -0.15 0.47 -0.284
H -4.2225 -0.8554 -4.8841 0.22 -0.11 0.11 0.195
H -3.3245 0.1869 -6.0047 -0.15 -0.07 -0.13 0.271
H -1.4842 -1.3831 -6.1839 0.05 -0.02 0.12 0.258
C -1.3109 0.9105 2.5617 -0.25 -0.87 0.07 -0.551
C -1.9442 2.2377 2.8543 -0.24 0.12 0.74 0.345
O -0.8950 3.1556 2.5798 0.11 -0.42 -0.76 -0.361
C -0.1280 2.5700 1.6290 0.38 0.42 0.07 0.523
O 0.6802 3.1521 0.9659 -0.21 -0.30 0.10 -0.509
O -0.3958 1.2422 1.5148 0.00 0.64 0.00 -0.224
F -2.2822 2.3408 4.1569 -0.04 0.10 -0.08 -0.290
H -0.7575 0.5111 3.4142 -0.04 0.21 0.05 0.305
H -2.0340 0.1656 2.2324 0.14 0.07 -0.23 0.337
H -2.8097 2.4731 2.2296 -0.01 0.07 0.11 0.282
C 7.1503 1.6382 7.7944 0.70 0.34 -0.28 -0.416
C 6.4032 1.4295 9.0789 -0.33 0.56 0.28 0.282
O 5.2946 0.6432 8.6757 0.57 -0.40 -0.31 -0.290
C 5.7184 -0.0723 7.6007 -0.33 -0.45 -0.03 0.682
O 5.1526 -1.0268 7.1641 0.13 0.33 0.05 -0.504
O 6.8722 0.4298 7.0867 -0.47 -0.18 0.27 -0.281
F 5.9475 2.6015 9.5754 -0.01 -0.07 0.10 -0.285
H 6.7730 2.4891 7.2232 -0.14 0.00 0.19 0.292
H 8.2205 1.7662 7.9488 -0.03 -0.22 -0.12 0.258
H 6.9681 0.8986 9.8488 -0.10 0.10 0.07 0.309
C -7.2909 -4.2648 -1.8524 0.57 -0.54 0.06 -0.381
C -8.1345 -3.5123 -2.8399 -0.61 -0.33 -0.22 0.333
O -8.8378 -2.5952 -2.0222 0.74 0.05 0.13 -0.302
C -8.0275 -2.3474 -0.9559 -0.27 0.48 0.58 0.676
O -8.1681 -1.4355 -0.2066 0.14 -0.26 -0.19 -0.528
O -7.0311 -3.2721 -0.8603 -0.32 0.30 -0.23 -0.329
F -9.0268 -4.3292 -3.4436 0.02 0.09 -0.11 -0.278
H -7.8245 -5.1021 -1.3977 -0.16 0.09 -0.15 0.279
H -6.3647 -4.6350 -2.2902 0.05 0.16 0.16 0.271
H -7.5651 -2.9666 -3.5967 -0.13 -0.06 -0.09 0.252
```
Positions in Å, forces in eV/Å.

***

| no. | strongest force on any atom (eV Å⁻¹) | molecular weight (g mol⁻¹) | total energy (eV) |
| --- | --- | --- | --- |
| 1 | 0.663 | 727.8 | -75397.0465 |
| 2 | 6.529 | 1100.3 | -172343.3030 |
| 3 | 3.941 | 812.6 | -91767.4070 |